{
  "formula": "C60H150F21N12O26P",
  "method": "ωB97M-V with the def2-TZVPD basis set",
  "symbols": ["C", "C", "C", "O", "C", "N", "H", "H", "H", "H", "H", "H", "H", "H", "H", "H", "H", "H", "C", "C", "C", "O", "C", "N", "H", "H", "H", "H", "H", "H", "H", "H", "H", "H", "H", "H", "C", "C", "C", "O", "C", "N", "H", "H", "H", "H", "H", "H", "H", "H", "H", "H", "H", "H", "C", "C", "C", "O", "C", "N", "H", "H", "H", "H", "H", "H", "H", "H", "H", "H", "H", "H", "C", "C", "C", "O", "C", "N", "H", "H", "H", "H", "H", "H", "H", "H", "H", "H", "H", "H", "C", "C", "C", "O", "C", "N", "H", "H", "H", "H", "H", "H", "H", "H", "H", "H", "H", "H", "C", "C", "C", "O", "C", "N", "H", "H", "H", "H", "H", "H", "H", "H", "H", "H", "H", "H", "C", "C", "C", "O", "C", "N", "H", "H", "H", "H", "H", "H", "H", "H", "H", "H", "H", "H", "C", "C", "C", "O", "C", "N", "H", "H", "H", "H", "H", "H", "H", "H", "H", "H", "H", "H", "C", "C", "C", "O", "C", "N", "H", "H", "H", "H", "H", "H", "H", "H", "H", "H", "H", "H", "P", "F", "F", "F", "F", "F", "F", "C", "O", "O", "C", "F", "F", "F", "C", "C", "H", "H", "H", "H", "H", "H", "C", "O", "O", "C", "F", "F", "F", "C", "C", "H", "H", "H", "H", "H", "H", "C", "O", "O", "C", "F", "F", "F", "C", "C", "H", "H", "H", "H", "H", "H", "C", "O", "O", "C", "F", "F", "F", "C", "C", "H", "H", "H", "H", "H", "H", "C", "O", "O", "C", "F", "F", "F", "C", "C", "H", "H", "H", "H", "H", "H", "N", "O", "O", "O", "N", "O", "O", "O"],
  "positions_angstrom": [[17.3023, -26.1783, 8.2296], [16.0245, -25.5259, 8.6980], [16.4608, -24.8945, 9.9934], [15.5474, -24.0391, 10.6425], [15.9121, -23.6791, 12.0116], [15.5924, -24.6621, 7.6458], [12.7676, -18.9343, 0.2823], [14.8565, -24.0524, 7.9691], [16.3252, -24.0511, 7.2753], [17.7869, -26.9568, 8.8056], [18.0056, -25.3581, 8.2226], [17.3017, -26.3258, 7.1547], [15.2383, -26.2724, 8.9317], [17.3607, -24.3487, 9.7444], [16.6191, -25.7272, 10.6811], [16.8868, -23.2208, 12.1157], [15.8090, -24.4397, 12.8348], [15.2367, -22.9106, 12.3504], [6.6686, -35.8266, 8.2935], [7.7733, -36.2513, 7.3239], [7.3529, -36.0602, 5.8747], [8.3866, -36.4766, 5.0444], [8.4301, -35.9785, 3.7293], [9.1313, -35.4556, 7.6222], [8.9750, -34.4314, 7.7388], [9.5975, -35.8725, 8.4446], [9.7449, -35.6315, 6.8496], [6.7784, -36.2165, 9.2812], [5.7158, -36.1115, 7.8906], [6.5925, -34.7460, 8.4265], [7.9946, -37.2923, 7.4328], [7.1360, -35.0266, 5.7190], [6.4387, -36.6726, 5.7928], [9.4083, -36.2786, 3.3104], [8.4316, -34.8150, 3.7993], [7.6248, -36.4018, 3.1095], [13.0594, -25.5742, 1.5711], [12.0438, -25.3566, 0.5030], [12.3117, -24.0298, -0.1477], [11.2318, -23.8530, -1.0628], [11.5286, -22.9033, -2.0649], [12.0692, -26.5242, -0.4361], [12.9364, -26.5360, -0.9362], [11.3450, -29.6148, 1.7164], [11.3786, -26.3054, -1.1520], [14.0994, -25.8087, 1.2125], [12.9098, -26.3654, 2.2382], [13.0348, -24.6388, 2.2288], [11.0112, -25.2418, 0.9079], [13.2148, -24.2172, -0.6715], [12.5294, -23.2395, 0.5670], [11.6870, -21.9681, -1.6019], [10.6668, -22.7607, -2.7653], [12.4102, -23.1591, -2.6481], [7.0789, -24.7515, 10.0659], [7.8408, -26.0288, 9.9085], [8.3484, -26.6925, 11.1374], [9.1718, -27.7992, 10.7438], [9.5972, -28.5102, 11.8794], [6.9373, -26.9985, 9.2097], [5.9845, -26.9938, 9.6274], [6.7792, -26.8805, 8.1937], [7.2590, -27.9810, 9.2778], [7.7249, -24.0853, 10.7080], [6.1036, -24.9127, 10.4896], [7.0915, -24.3386, 9.0417], [8.6320, -25.8717, 9.1792], [7.4784, -27.0193, 11.7485], [8.8334, -25.8845, 11.7220], [9.6896, -29.5648, 11.7621], [8.8828, -28.3280, 12.6927], [10.5317, -28.0418, 12.1487], [11.9261, -31.9352, 4.6659], [12.8178, -31.9326, 5.8793], [13.9629, -30.9399, 5.9155], [14.5843, -31.0900, 7.1952], [15.3230, -29.9985, 7.6262], [11.9382, -31.7083, 7.1444], [11.2936, -30.8824, 7.0943], [11.4598, -32.5594, 7.4412], [12.7085, -31.6114, 7.8782], [11.4792, -31.0314, 4.3060], [11.0490, -32.5859, 4.7648], [12.5453, -32.3190, 3.8676], [13.2535, -32.9590, 6.0959], [13.6531, -29.8840, 5.7788], [14.7064, -31.1732, 5.1513], [14.7433, -29.0991, 7.6860], [16.2126, -29.8516, 6.9296], [15.6221, -30.1745, 8.6546], [3.3759, -31.4577, 7.4147], [3.5437, -30.5129, 8.6188], [3.7794, -31.2527, 9.9637], [5.0372, -30.7527, 10.4531], [5.5400, -31.4194, 11.6668], [4.6446, -29.5303, 8.3025], [5.5461, -29.9936, 8.4148], [4.5014, -29.1494, 7.3378], [4.5835, -28.7105, 8.9416], [4.3222, -31.8458, 7.0676], [3.0490, -30.8864, 6.5560], [2.6468, -32.2631, 7.6475], [2.6341, -29.8820, 8.7670], [3.7154, -32.3390, 9.8419], [2.8631, -30.9955, 10.5947], [6.4466, -30.8907, 12.0704], [5.7403, -32.4496, 11.3984], [4.7770, -31.4056, 12.4688], [0.2927, -30.5938, 1.7591], [1.4305, -30.9485, 2.6682], [2.6696, -30.0794, 2.5791], [3.5915, -30.2119, 3.7176], [4.8379, -30.8023, 3.3813], [1.0310, -30.9487, 4.0624], [3.2847, -29.0166, 5.3410], [0.1294, -31.3558, 4.2180], [1.6864, -31.3516, 4.7206], [0.5477, -30.6826, 0.7128], [-0.1378, -29.5874, 2.0013], [-0.5311, -31.2682, 1.9354], [1.7212, -32.0573, 2.5204], [2.3048, -29.0465, 2.7094], [3.1942, -30.2056, 1.6465], [5.4807, -30.1189, 2.8246], [4.8311, -31.7451, 2.7731], [5.2680, -30.9156, 4.3522], [12.4577, -35.6869, 15.2770], [11.1394, -35.7519, 14.5518], [9.9464, -36.2045, 15.3228], [8.8076, -35.9957, 14.4755], [7.5808, -35.9259, 15.2509], [10.8026, -34.3342, 14.1461], [11.0904, -33.5867, 14.7950], [11.2594, -34.0371, 13.2646], [9.7638, -34.1329, 14.0137], [12.4362, -35.1088, 16.1884], [13.1996, -35.2762, 14.5529], [12.7773, -36.6537, 15.7101], [11.2043, -36.3169, 13.6134], [9.8218, -35.5833, 16.2751], [10.0717, -37.2348, 15.6599], [7.5088, -34.8189, 15.5779], [7.5831, -36.5228, 16.1465], [6.7241, -36.0865, 14.6239], [12.9259, -27.2723, 15.5454], [13.0668, -27.9815, 14.1823], [14.4551, -28.1096, 13.6122], [14.3481, -28.9502, 12.4817], [14.2347, -28.2789, 11.2067], [12.5449, -29.3590, 14.3939], [12.9105, -29.9470, 13.5824], [12.7550, -29.8203, 15.2345], [11.4864, -29.4934, 14.2874], [13.6714, -27.7733, 16.2477], [11.9130, -27.3934, 15.7465], [13.1178, -26.2133, 15.4351], [12.4034, -27.5580, 13.3748], [15.1035, -28.5951, 14.2915], [14.7837, -27.0856, 13.4009], [13.4063, -27.5697, 11.1304], [14.0859, -29.0203, 10.4356], [15.1736, -27.7406, 10.9780], [9.9473, -28.3937, 3.9685], [8.5946, -27.7025, 3.6824], [8.0025, -28.2905, 2.4648], [6.9101, -27.4233, 2.0089], [6.5976, -27.9393, 0.7173], [7.5919, -27.7165, 4.7870], [6.6546, -27.6877, 4.4662], [7.7628, -28.5284, 5.3853], [7.9386, -26.4480, 5.7851], [10.7140, -28.0775, 3.2504], [9.8667, -29.5001, 3.9114], [10.5372, -28.1665, 4.8938], [8.8631, -26.7012, 3.3346], [7.5968, -29.3057, 2.5754], [8.8231, -28.4293, 1.7878], [7.4576, -28.0257, 0.0419], [5.7605, -27.4036, 0.3611], [6.1705, -28.9233, 0.7676], [12.1325, -34.0580, 10.4625], [13.6075, -34.4654, 10.1021], [11.7895, -35.5474, 11.0681], [12.4992, -33.5531, 11.9558], [10.5681, -33.6472, 10.7424], [12.4566, -32.5395, 9.8165], [11.6740, -34.4778, 8.9220], [8.5623, -24.5976, 6.1850], [8.1552, -24.3590, 4.9307], [8.0278, -25.8461, 6.6075], [10.0471, -24.6951, 6.1694], [10.4692, -25.0953, 7.3932], [10.5673, -25.5780, 5.2975], [10.5676, -23.4622, 5.9907], [6.7692, -23.8910, 4.6331], [6.6536, -22.5415, 5.2154], [5.6272, -22.0286, 5.1014], [6.7775, -22.6620, 6.2955], [7.4479, -21.9042, 4.9178], [6.0230, -24.6080, 4.8853], [6.8449, -23.9277, 3.5158], [8.2275, -23.8272, 6.9433], [10.9806, -24.3962, 10.3164], [13.5921, -19.4995, 0.2594], [11.0763, -25.0830, 11.2678], [11.9948, -23.2639, 10.0249], [12.7507, -23.6623, 8.9776], [11.3861, -22.1850, 9.5535], [12.7381, -22.9691, 11.0209], [14.7161, -18.6612, -0.0240], [15.6575, -18.6198, 1.1462], [15.8638, -19.5405, 1.6547], [16.5201, -18.0845, 0.7789], [15.2042, -17.9265, 1.9224], [14.3864, -17.7131, -0.4998], [15.3045, -19.2095, -0.8061], [10.1714, -24.4913, 9.5686], [8.3818, -30.5688, 7.7593], [9.5958, -29.9163, 7.2901], [7.4008, -29.7515, 7.8768], [8.1301, -31.6781, 6.7149], [7.7287, -31.3624, 5.4741], [9.1699, -32.5057, 6.4659], [7.1067, -32.4936, 7.1930], [9.9152, -28.6009, 7.8221], [11.3867, -28.5519, 8.0131], [11.9456, -28.7621, 7.1090], [11.6521, -27.6059, 8.4019], [11.6847, -29.2493, 8.7994], [9.3654, -28.4758, 8.7631], [9.5475, -27.7970, 7.1687], [8.6009, -31.1015, 8.6945], [11.3307, -31.2041, 0.5290], [10.3936, -30.4742, -0.1496], [11.8335, -30.5354, 1.6687], [10.6146, -32.5573, 0.9755], [10.2839, -33.3736, -0.0745], [11.4645, -33.1525, 1.8929], [9.5320, -32.3049, 1.6138], [11.0297, -29.7193, -1.2234], [10.8557, -30.4850, -2.4414], [9.8084, -30.4582, -2.7712], [11.3763, -29.9069, -3.1893], [11.1201, -31.5428, -2.3749], [12.0665, -29.5566, -1.0414], [10.4836, -28.7950, -1.1073], [12.1585, -31.3499, -0.0982], [3.3936, -27.1085, 5.4744], [4.2830, -26.9687, 4.4046], [3.5229, -28.4410, 6.0614], [3.7453, -26.1194, 6.5604], [3.5642, -24.8234, 6.2527], [3.0139, -26.3232, 7.6691], [5.0429, -26.2949, 6.7536], [3.7588, -26.6532, 3.1451], [4.1741, -25.4335, 2.4430], [5.2363, -25.3395, 2.3352], [3.7734, -25.6621, 1.4365], [3.7999, -24.5255, 2.7726], [2.6566, -26.7135, 3.1186], [4.0649, -27.4432, 2.5416], [2.3686, -26.9601, 5.0787], [3.3758, -26.6089, 10.3995], [4.4804, -27.2048, 10.0757], [2.3943, -27.3339, 10.4674], [3.4110, -25.4163, 10.6256], [9.8584, -31.3285, 14.9020], [11.0376, -31.6918, 15.2010], [8.9063, -32.1060, 14.9378], [9.6408, -30.2411, 14.3911]],
  "forces_ev_per_a": [[0.79, 0.63, -1.08], [-0.06, -0.84, 0.48], [-0.38, 0.18, 1.13], [-0.38, 0.40, 1.42], [-0.58, -0.24, -0.15], [-0.54, 0.81, -0.55], [1.51, -1.04, 0.01], [-0.20, 0.12, 0.01], [-0.09, -0.41, 0.32], [-0.41, -0.36, 0.05], [0.67, 0.32, 0.35], [-0.49, -1.04, -0.12], [0.10, 0.30, -0.34], [0.55, 0.24, 0.47], [0.76, -0.15, 0.11], [0.56, -0.19, -0.44], [0.18, -0.20, -1.27], [-0.52, 0.35, -0.37], [0.59, 0.86, -0.37], [0.17, 1.24, 0.31], [0.15, -0.37, 0.56], [0.68, -0.74, 0.67], [0.48, 1.78, -0.16], [-1.76, -0.89, 0.59], [0.15, -0.87, -0.01], [-0.22, 0.66, -0.13], [0.48, 0.05, -0.87], [0.15, -0.59, 0.57], [-0.46, -0.44, -0.14], [0.26, 0.15, -0.30], [0.59, -0.56, 0.32], [-0.49, 0.99, -0.33], [0.15, 0.24, -0.36], [-0.58, 0.09, 0.19], [-0.32, -1.81, -0.56], [0.14, 0.44, 0.15], [1.39, 2.00, 1.00], [-0.63, -0.87, 0.10], [-0.73, -1.04, -0.82], [0.34, 0.29, 0.13], [-0.99, -0.20, -0.81], [-1.30, 0.94, 0.53], [0.78, 0.05, -0.14], [1.30, -2.72, -0.24], [-0.02, -0.13, -0.01], [-0.86, 0.81, -0.11], [-0.92, -1.44, 0.89], [0.58, -1.17, -0.78], [0.58, -0.59, 0.00], [1.23, 0.32, -1.02], [-0.63, 0.44, 0.01], [0.39, 1.34, 0.47], [0.58, -0.52, 0.70], [0.18, -0.23, -0.06], [1.83, 0.99, 0.09], [-0.36, -0.94, -1.67], [-0.35, 0.29, 0.47], [-1.08, 0.69, 0.08], [-0.38, 1.32, 0.97], [-0.20, -1.50, -0.69], [-0.51, 0.42, 0.37], [0.64, 0.65, 0.40], [0.27, 0.26, -0.10], [-0.97, -0.36, -0.54], [-0.50, 0.26, 0.08], [-0.71, 0.25, 0.59], [0.43, -0.05, 0.19], [0.42, -0.16, -0.23], [0.41, -0.81, -0.11], [0.08, -0.74, -0.62], [0.23, -0.32, 0.04], [0.67, -0.20, 0.54], [0.21, -1.07, -0.40], [-1.10, -0.90, 1.26], [0.42, 0.52, 0.62], [-1.27, -0.87, -0.29], [1.75, 0.34, -0.60], [2.54, 0.21, 0.51], [0.03, -0.61, 0.19], [-0.24, 0.20, -0.27], [-1.33, 0.38, -0.53], [0.31, 1.06, 0.23], [0.45, -0.29, 0.22], [-0.12, -0.09, -0.48], [-0.46, 1.13, -0.54], [-0.15, -0.45, -0.02], [-0.19, -0.06, -0.28], [-0.55, 0.78, -0.42], [-0.87, 0.06, 1.08], [0.44, -0.37, -0.06], [-0.46, 0.36, 0.46], [-0.84, 0.39, -0.31], [-0.46, 1.31, 0.46], [-0.25, -1.05, 1.27], [-0.68, 0.96, -0.32], [-0.98, -0.10, 0.05], [0.77, 0.25, -0.26], [0.19, -0.40, 0.65], [-0.10, -0.15, 0.29], [0.48, -0.57, 0.38], [-0.58, 0.12, -0.15], [0.55, 0.49, -0.26], [0.65, -0.51, -0.40], [0.62, -0.06, -0.09], [1.49, -0.12, -0.14], [-0.87, -0.47, -0.84], [0.33, -0.28, 0.14], [0.23, 0.07, -0.42], [-0.57, 1.09, 0.41], [1.41, -3.26, 1.31], [-0.30, 1.27, 1.18], [-0.92, -0.76, -1.61], [0.07, 0.05, -0.34], [-0.59, 1.20, 0.90], [-0.10, -0.94, -0.86], [-0.36, -0.17, -0.05], [0.08, 0.00, -0.48], [0.15, 0.21, -0.26], [0.65, -0.59, -0.35], [-0.21, -0.44, 0.05], [-0.07, 1.43, -0.83], [0.12, -0.20, -0.51], [0.29, 0.04, -0.36], [-0.09, 0.34, -0.12], [-0.53, 0.54, 0.80], [0.79, -0.64, 0.46], [0.84, -0.74, -0.08], [-0.30, 0.94, -0.44], [-0.99, 0.72, 1.31], [-0.24, -0.98, 0.97], [0.86, 3.17, 0.08], [-0.93, 1.31, -1.20], [0.02, -0.10, 0.51], [-0.11, -0.48, 0.24], [1.31, -0.79, 0.26], [-0.31, 0.85, 0.03], [-0.19, -0.46, 0.83], [-0.07, 0.11, -0.93], [0.08, 0.09, 0.24], [0.24, -0.55, -1.08], [-0.20, -0.19, -0.22], [-0.06, -1.60, -0.17], [0.07, -0.58, 0.09], [-0.13, -0.51, -0.37], [2.51, -0.67, -1.38], [-0.94, 0.51, 0.35], [-1.14, 0.71, -0.84], [0.12, 0.25, -1.12], [0.71, 0.31, 0.31], [-1.63, -1.11, -3.69], [-0.24, 0.64, 1.14], [0.65, -0.65, 1.66], [0.73, 0.35, 0.39], [-1.30, 0.84, -0.51], [-1.67, -0.18, 1.34], [0.27, 0.17, 0.18], [0.60, -0.15, 0.95], [0.90, -0.37, 0.85], [0.37, -0.25, -0.20], [-0.09, 0.02, 0.39], [-0.02, -0.43, 0.04], [-0.35, -0.17, 0.19], [0.76, -0.60, 0.71], [0.21, -0.02, 0.67], [-1.24, -0.10, -0.05], [1.90, -1.65, -0.66], [-0.23, -0.14, 0.45], [2.59, 0.04, 0.48], [-0.98, -0.04, -0.47], [-0.37, 0.14, -0.13], [-0.22, 0.04, 0.50], [-0.48, -0.03, -0.48], [-0.08, 0.51, 0.05], [-1.31, 0.04, -0.20], [-0.36, 0.44, 0.71], [-0.05, 0.04, 0.44], [0.20, 0.46, -1.29], [-0.18, 0.58, 0.06], [-0.46, 1.25, -0.88], [0.05, -1.09, 0.45], [-0.84, 0.36, -0.83], [0.28, -0.28, 0.50], [0.28, 0.74, -0.69], [0.33, 0.19, -0.25], [0.54, 0.19, -0.19], [-0.55, -0.64, 0.96], [-0.35, -0.41, 0.20], [-2.47, -1.35, 1.24], [-0.73, 0.68, -1.80], [0.33, 0.43, 0.31], [1.29, 0.65, 0.62], [0.14, -0.15, 0.13], [-0.34, 0.69, 0.10], [0.19, -0.63, -0.44], [2.31, -0.35, -2.00], [-2.46, 0.81, 1.29], [1.61, -0.88, -0.12], [-0.24, 0.21, 0.10], [0.55, 0.64, -0.64], [-0.43, -0.60, 0.77], [-0.34, 0.40, 0.89], [0.67, -0.60, -0.60], [-0.24, 1.23, -1.14], [-1.84, 1.16, 0.01], [0.28, -1.06, 1.36], [-0.70, -0.70, -2.22], [0.49, -0.66, 0.07], [-0.87, 0.78, 0.39], [1.02, 0.39, 1.59], [0.43, -1.84, -1.39], [-1.38, 3.12, 1.08], [0.16, -0.65, -0.33], [0.76, -0.19, 0.22], [0.54, -0.77, -0.55], [0.47, -0.28, 0.78], [-0.67, 0.46, 0.15], [0.21, 0.10, 0.04], [0.39, 0.87, -0.08], [1.04, -0.24, -0.65], [-1.57, 0.75, 0.02], [-1.52, -0.83, -0.84], [-0.09, 0.96, 0.39], [0.81, -0.67, 0.73], [0.85, 0.29, 0.01], [-1.56, -0.63, 0.03], [0.11, -0.71, 0.61], [0.14, 0.11, -0.30], [0.46, 1.30, 0.13], [0.05, -0.29, -0.08], [0.45, -0.07, -0.23], [0.13, -0.36, -0.15], [0.49, -0.47, 0.33], [-1.50, -0.54, 0.97], [0.41, 0.10, 0.51], [-1.65, 2.43, 0.34], [2.67, 0.77, -0.83], [1.00, 0.57, 1.25], [-0.68, -0.52, -1.32], [-2.14, 0.41, 1.13], [-1.50, -0.10, 1.77], [-1.42, 0.16, -1.94], [0.10, -0.13, 0.19], [0.53, -0.45, -0.75], [0.49, 0.30, -0.02], [0.81, 0.31, 0.65], [0.23, 0.55, -0.88], [1.27, -1.11, -0.86], [-0.74, -1.15, -1.09], [0.24, 0.44, 1.65], [-0.12, 2.44, -0.26], [-0.91, 0.40, 0.38], [0.01, -0.41, -0.58], [0.69, -0.28, -0.36], [0.98, 0.07, 1.20], [-1.58, -0.43, 0.14], [0.58, -0.77, -1.59], [0.70, -0.15, 0.01], [0.20, 0.68, 0.17], [-0.97, 1.70, 0.82], [0.16, 0.09, 0.46], [0.62, -1.63, -1.21], [0.30, -0.07, 0.58], [0.41, -0.89, 0.00], [0.66, -0.39, -0.32], [-0.54, 0.41, 0.03], [-0.25, 0.28, 0.06], [-0.69, -1.45, -1.34], [-0.09, 0.17, 0.33], [0.24, -1.20, 0.90], [1.17, 2.48, -0.15]],
  "orbital_gap_ha": 0.29891,
  "largest_force_ev_per_a": 4.180,
  "e_tot_ev": -202105.0679,
  "charge": 2,
  "e_lumo_ev": -3.469
}